Molecular formula: C16H48F2N17O14S2
Method: DFT, ωB97M-V/def2-TZVPD

- DFT total energy (hartree) = -3619.164355
- E_HOMO (Ha) = -0.266
- charge = -1
- Kohn-Sham gap (eV) = 8.992

Bonds (Å) are listed after each position.
Atoms and positions in Å:
1 N -0.836 1.193 -1.092  S2 1.600, S6 1.709
2 S 0.025 1.970 0.011  N1 1.600, O3 1.428, O4 1.429, F5 1.607, S6 2.462
3 O 1.230 1.374 0.492  S2 1.428
4 O -0.742 2.724 0.951  S2 1.429
5 F 0.658 3.084 -0.958  S2 1.607
6 S -1.289 -0.110 -0.083  N1 1.709, S2 2.462, O7 1.433, O8 1.424, F9 1.564
7 O -2.059 0.138 1.101  S6 1.433
8 O -0.272 -1.098 0.049  S6 1.424
9 F -2.252 -0.750 -1.137  S6 1.564
10 C 4.681 -0.370 1.140  O11 1.226, N12 1.366, N13 1.358
11 O 5.662 -0.844 1.702  C10 1.226
12 N 3.639 -1.155 0.735  C10 1.366, H14 1.005, H15 1.004
13 N 4.504 0.963 0.950  C10 1.358, H16 0.999, H17 1.006
14 H 2.748 -0.804 0.433  N12 1.005
15 H 3.796 -2.126 0.935  N12 1.004
16 H 5.248 1.605 1.133  N13 0.999
17 H 3.666 1.246 0.470  N13 1.006
18 C -2.663 3.399 -3.308  O19 1.223, N20 1.376, N21 1.373
19 O -3.068 4.070 -4.247  C18 1.223
20 N -1.461 3.655 -2.688  C18 1.376, H22 1.002, H23 1.011
21 N -3.400 2.365 -2.788  C18 1.373, H24 1.003, H25 1.003
22 H -1.036 4.496 -3.028  N20 1.002
23 H -0.995 2.882 -2.234  N20 1.011
24 H -4.234 2.204 -3.322  N21 1.003
25 H -2.941 1.756 -2.136  N21 1.003
26 C -0.369 3.674 4.661  O27 1.217, N28 1.384, N29 1.350
27 O 0.316 3.463 5.645  C26 1.217
28 N -0.583 4.941 4.149  C26 1.384, H30 1.002, H31 1.000
29 N -0.979 2.714 3.935  C26 1.350, H32 1.003, H33 1.004
30 H -1.347 5.052 3.510  N28 1.002
31 H -0.137 5.693 4.635  N28 1.000
32 H -0.981 1.746 4.197  N29 1.003
33 H -1.444 2.903 3.065  N29 1.004
34 C -3.758 -0.296 4.318  O35 1.225, N36 1.366, N37 1.357
35 O -4.349 -0.566 5.356  C34 1.225
36 N -3.944 0.901 3.688  C34 1.366, H38 1.005, H39 1.000
37 N -2.817 -1.110 3.777  C34 1.357, H40 1.007, H41 1.003
38 H -3.617 0.980 2.741  N36 1.005
39 H -4.213 1.716 4.200  N36 1.000
40 H -2.328 -0.892 2.924  N37 1.007
41 H -2.772 -2.063 4.088  N37 1.003
42 C 3.923 3.738 -3.084  O43 1.224, N44 1.363, N45 1.360
43 O 3.947 2.544 -2.815  C42 1.224
44 N 5.039 4.445 -3.417  C42 1.363, H46 1.004, H47 1.004
45 N 2.795 4.481 -2.926  C42 1.360, H48 1.003, H49 1.003
46 H 5.060 5.446 -3.332  N44 1.004
47 H 5.935 4.000 -3.341  N44 1.004
48 H 2.732 5.429 -3.248  N45 1.003
49 H 1.959 4.009 -2.636  N45 1.003
50 C -5.399 1.444 0.255  O51 1.215, N52 1.366, N53 1.368
51 O -5.602 0.255 0.110  C50 1.215
52 N -4.169 1.976 0.523  C50 1.366, H54 1.005, H55 1.008
53 N -6.398 2.378 0.252  C50 1.368, H56 1.003, H57 1.001
54 H -4.099 2.973 0.629  N52 1.005
55 H -3.301 1.464 0.519  N52 1.008
56 H -7.322 2.019 0.102  N53 1.003
57 H -6.261 3.361 0.380  N53 1.001
58 C -1.614 -4.751 0.021  O59 1.217, N60 1.377, N61 1.368
59 O -2.474 -5.607 0.100  C58 1.217
60 N -1.798 -3.590 -0.697  C58 1.377, H62 1.004, H63 1.004
61 N -0.413 -4.796 0.673  C58 1.368, H64 1.003, H65 1.003
62 H -1.028 -2.968 -0.867  N60 1.004
63 H -2.541 -3.599 -1.372  N60 1.004
64 H -0.294 -5.566 1.305  N61 1.003
65 H 0.263 -4.056 0.639  N61 1.003
66 C 0.898 0.293 -4.152  O67 1.222, N68 1.378, N69 1.365
67 O 1.570 0.170 -5.165  C66 1.222
68 N 1.371 0.965 -3.046  C66 1.378, H70 1.014, H71 1.013
69 N -0.387 -0.151 -4.025  C66 1.365, H72 1.005, H73 1.003
70 H 0.672 1.239 -2.364  N68 1.014
71 H 2.204 1.532 -3.151  N68 1.013
72 H -0.942 0.303 -3.322  N69 1.005
73 H -0.777 -0.548 -4.859  N69 1.003
74 C 0.269 -3.464 -3.491  C75 1.527, C78 1.557, H79 1.085, H80 1.089
75 C 0.607 -4.948 -3.611  C74 1.527, C76 1.544, H81 1.089, H82 1.092
76 C 2.037 -5.063 -3.041  C75 1.544, O77 1.415, H83 1.101, H84 1.089
77 O 2.128 -4.005 -2.105  C76 1.415, C78 1.412
78 C 1.459 -2.895 -2.664  C74 1.557, O77 1.412, H85 1.096, H86 1.088
79 H -0.684 -3.209 -3.040  C74 1.085
80 H 0.312 -3.043 -4.495  C74 1.089
81 H 0.465 -5.220 -4.656  C75 1.089
82 H 0.076 -5.656 -2.971  C75 1.092
83 H 2.818 -4.979 -3.812  C76 1.101
84 H 2.229 -6.003 -2.525  C76 1.089
85 H 2.139 -2.390 -3.359  C78 1.096
86 H 1.152 -2.177 -1.906  C78 1.088
87 C 1.206 -1.911 2.792  C88 1.527, C91 1.531, H92 1.088, H93 1.086
88 C 1.739 -3.101 3.586  C87 1.527, C89 1.531, H94 1.091, H95 1.096
89 C 3.053 -2.571 4.166  C88 1.531, O90 1.420, H96 1.097, H97 1.091
90 O 2.689 -1.245 4.519  C89 1.420, C91 1.465
91 C 1.864 -0.691 3.442  C87 1.531, O90 1.465, H98 1.087, H99 1.085
92 H 0.125 -1.801 2.837  C87 1.088
93 H 1.569 -1.975 1.769  C87 1.086
94 H 1.704 -4.068 3.081  C88 1.091
95 H 1.049 -3.242 4.425  C88 1.096
96 H 3.920 -2.637 3.496  C89 1.097
97 H 3.350 -3.015 5.117  C89 1.091
98 H 2.664 -0.272 2.837  C91 1.087
99 H 1.224 0.024 3.951  C91 1.085